Arrangement i

This record from the Open Molecules 2025 dataset describes 14 unconnected molecules or ions with the total composition C18H64N8O14. The level of theory is the ωB97M-V functional and the def2-TZVPD basis.

CARTESIAN COORDINATES (ANGSTROEM)
C (2.8807, 2.7960, -3.8430)
C (2.3155, 1.7666, -2.8948)
O (1.0552, 1.4359, -3.4057)
H (3.3398, 2.4542, -4.7197)
H (3.7726, 3.2601, -3.3902)
H (2.1516, 3.6059, -3.9812)
H (2.4793, 2.0158, -1.8481)
H (2.8802, 0.8147, -2.9846)
H (0.5592, 0.8834, -2.7948)
C (-3.1353, -1.7291, 0.3346)
C (-3.4565, -0.4275, -0.4931)
O (-4.4011, 0.3656, 0.1666)
H (-3.8498, -2.5602, 0.2406)
H (-3.0788, -1.4765, 1.4174)
H (-2.1632, -2.0684, 0.0246)
H (-3.9233, -0.6918, -1.4233)
H (-2.5776, 0.1009, -0.5206)
H (-4.9250, -0.1846, 0.7987)
C (-2.2320, 0.8888, -3.4094)
C (-1.8125, 0.3135, -4.7333)
O (-2.4549, 0.8832, -5.8774)
H (-1.7822, 1.9027, -3.2906)
H (-1.9333, 0.2998, -2.5459)
H (-3.2974, 0.8038, -3.5827)
H (-2.1539, -0.7669, -4.6506)
H (-0.7161, 0.2539, -4.8118)
H (-3.1912, 0.2903, -6.1113)
C (3.7071, 0.5749, 0.0761)
C (4.7024, 0.5144, 1.1898)
O (5.7506, 1.3029, 0.6585)
H (3.2162, 1.5271, 0.0183)
H (2.9076, -0.1887, 0.0741)
H (4.1391, 0.3650, -0.9316)
H (5.0498, -0.5300, 1.2056)
H (4.2957, 0.8474, 2.1905)
H (6.5554, 1.1882, 1.1472)
C (2.8047, -2.2415, 2.5594)
O (2.6915, -3.2556, 1.5929)
N (3.5933, -2.2431, 3.6199)
N (2.0035, -1.1575, 2.5341)
H (4.3443, -2.9605, 3.6225)
H (3.5649, -1.5936, 4.4033)
H (1.3908, -0.9228, 1.7104)
H (2.1086, -0.3400, 3.2916)
C (-1.0301, -2.5862, 3.0332)
O (-0.6050, -3.1660, 1.8933)
N (-2.1558, -2.6715, 3.6876)
N (-0.3638, -1.5665, 3.5568)
H (-2.9265, -3.2511, 3.3168)
H (-2.2486, -2.3295, 4.6816)
H (0.5831, -1.3105, 3.1262)
H (-0.4685, -1.1237, 4.5001)
C (-0.1469, -0.0649, 0.1594)
O (-0.2478, 0.8446, -0.9052)
N (-0.6949, 0.1063, 1.3694)
N (0.5399, -1.1699, 0.0862)
H (-1.3019, 0.9544, 1.3532)
H (-0.6640, -0.5197, 2.2245)
H (0.8969, -1.2026, -0.8368)
H (0.5097, -1.9830, 0.6281)
C (-2.5200, 3.1537, 1.1751)
O (-2.9690, 3.7170, -0.0486)
N (-2.7488, 1.9010, 1.5263)
N (-1.8727, 3.8380, 2.0552)
H (-3.4009, 1.3011, 0.9122)
H (-2.6149, 1.5203, 2.4430)
H (-1.9306, 4.8393, 1.9334)
H (-1.5056, 3.4525, 2.9276)
C (-3.1577, 1.0952, 4.9090)
O (-2.3133, 0.5499, 3.9031)
H (-4.0198, 0.4469, 4.9311)
H (-3.5604, 2.1434, 4.7512)
H (-2.6117, 0.8645, 5.8364)
H (-2.1743, -0.3545, 4.1699)
C (1.3695, -1.6877, -3.1771)
O (2.2819, -1.3509, -2.2162)
H (1.7070, -1.3938, -4.1752)
H (0.3998, -1.2412, -3.0599)
H (1.2644, -2.7797, -3.3132)
H (3.1032, -1.4813, -2.6601)
C (0.8584, -4.2115, -0.8993)
O (1.3118, -5.4759, -0.5141)
H (1.5369, -3.4403, -0.5910)
H (-0.1776, -4.1316, -0.5909)
H (0.9787, -4.3370, -1.9562)
H (2.2628, -5.3468, -0.4880)
C (-0.0620, 3.8201, -1.3308)
O (-0.4382, 5.1176, -1.0036)
H (-0.4132, 3.5889, -2.2860)
H (-0.3719, 3.1046, -0.5346)
H (1.0311, 3.7414, -1.2190)
H (-0.1012, 5.3312, -0.1067)
C (1.4191, 2.3856, 2.1736)
O (1.3093, 3.7088, 2.6597)
H (1.0728, 2.4821, 1.1371)
H (0.7609, 1.5670, 2.5344)
H (2.4900, 2.1519, 2.2128)
H (2.0755, 4.1699, 2.3260)
C (-2.0805, -2.8630, -2.5450)
O (-1.5430, -3.8011, -3.4472)
H (-2.8099, -2.1954, -3.0206)
H (-1.3229, -2.2475, -2.0716)
H (-2.3750, -3.3450, -1.6640)
H (-0.9891, -3.3844, -4.1058)

Computed properties:
Kohn-Sham gap: 7.270 eV
E_LUMO: -0.86 eV

***

Arrangement ii

This record from the Open Molecules 2025 dataset describes 14 unconnected molecules or ions with the total composition C18H64N8O14. The level of theory is the ωB97M-V functional and the def2-TZVPD basis.

CARTESIAN COORDINATES (ANGSTROEM)
C (0.2436, 3.5616, 0.2016)
C (1.4526, 3.9106, 1.1396)
O (2.3416, 4.6076, 0.2976)
H (0.3396, 2.7566, -0.5354)
H (-0.0874, 4.4546, -0.4164)
H (-0.5844, 3.2696, 0.8776)
H (1.9136, 3.0786, 1.7626)
H (1.0506, 4.5676, 1.8876)
H (2.1666, 5.5086, 0.4986)
C (-5.1314, -0.0524, -1.6864)
C (-4.1454, -0.0174, -0.6064)
O (-4.9224, 0.0006, 0.5436)
H (-4.7524, -0.0604, -2.6754)
H (-5.8564, 0.6926, -1.6214)
H (-5.6894, -1.0354, -1.7164)
H (-3.4364, 0.8166, -0.6934)
H (-3.5664, -0.9834, -0.5214)
H (-4.2224, 0.1636, 1.1346)
C (0.2396, 2.8246, 4.1236)
C (0.5996, 1.3386, 4.3056)
O (1.1336, 0.8356, 3.1166)
H (-0.3524, 3.3616, 4.9166)
H (-0.2854, 2.9176, 3.1126)
H (1.0866, 3.4446, 3.9596)
H (-0.3504, 0.8506, 4.5816)
H (1.3296, 1.3266, 5.1426)
H (2.0116, 0.5286, 3.2136)
C (-0.2884, -3.3914, 4.6126)
C (-0.1614, -1.9964, 4.0566)
O (-0.8494, -1.7814, 2.8516)
H (0.0556, -4.2034, 3.9876)
H (-1.3224, -3.6274, 4.8246)
H (0.2876, -3.4004, 5.5716)
H (0.7676, -1.5854, 3.8336)
H (-0.6854, -1.3244, 4.8016)
H (-0.4274, -1.0984, 2.3906)
C (3.2596, 1.5396, -2.0064)
O (2.3686, 1.1046, -2.9504)
N (4.3116, 2.2576, -2.1744)
N (3.0256, 1.2016, -0.7454)
H (4.6476, 2.3466, -3.1464)
H (5.0166, 2.5116, -1.4314)
H (2.1836, 0.6566, -0.4384)
H (3.6356, 1.6526, -0.0084)
C (1.1566, -2.4704, -2.6574)
O (1.1756, -3.7784, -2.3284)
N (2.0226, -1.5734, -2.2344)
N (0.2786, -1.8534, -3.4804)
H (2.8676, -1.8754, -1.7294)
H (2.0936, -0.6404, -2.6124)
H (-0.3064, -2.4804, -3.9904)
H (0.2546, -0.8694, -3.7774)
C (3.9826, -1.4854, 1.0456)
O (3.0296, -0.8814, 1.8606)
N (4.4876, -0.9094, 0.0026)
N (4.4156, -2.7034, 1.2446)
H (3.9586, -0.0274, -0.2864)
H (5.3526, -1.1684, -0.4644)
H (3.8836, -3.3234, 1.9046)
H (5.0056, -3.0824, 0.5376)
C (-0.0644, -0.0194, 0.0426)
O (-0.7694, -0.0944, -1.1304)
N (1.0926, -0.4874, 0.0946)
N (-0.6054, 0.5176, 1.1126)
H (1.3506, -1.0464, -0.7464)
H (1.7516, -0.5984, 0.9046)
H (-1.5024, 1.0746, 1.1196)
H (-0.0324, 0.7826, 1.8486)
C (1.4106, -3.6274, 1.4726)
O (2.2326, -4.5174, 2.0206)
H (1.8466, -3.4864, 0.4576)
H (1.3196, -2.6824, 1.9806)
H (0.4516, -4.0264, 1.3956)
H (2.0266, -5.4294, 1.7786)
C (-0.0424, 1.5346, -5.0774)
O (-0.0294, 0.7766, -3.8704)
H (-0.5364, 2.4956, -4.9004)
H (-0.6124, 1.1896, -5.8994)
H (0.9926, 1.7346, -5.3054)
H (0.6656, 1.0916, -3.2934)
C (-1.7884, 2.9766, -2.3754)
O (-2.8164, 2.5066, -3.2084)
H (-2.2584, 3.5786, -1.5814)
H (-0.9214, 3.3726, -2.7594)
H (-1.5394, 2.0726, -1.7834)
H (-2.5224, 2.5836, -4.1204)
C (-2.6834, -0.9474, -4.1074)
O (-2.5054, -1.6644, -2.9584)
H (-2.9874, 0.0706, -3.7194)
H (-3.4614, -1.3684, -4.8144)
H (-1.6914, -0.8974, -4.5874)
H (-2.0054, -1.0594, -2.4194)
C (-1.5484, -3.4874, -0.0784)
O (-1.0794, -4.5494, -0.9214)
H (-1.8704, -3.7094, 0.8856)
H (-2.3134, -2.8764, -0.6424)
H (-0.7514, -2.8324, 0.1586)
H (-0.3904, -4.2434, -1.5204)
C (-2.9124, 1.6126, 2.8216)
O (-2.8944, 1.9216, 1.4836)
H (-3.9414, 1.6346, 3.0916)
H (-2.3654, 2.3216, 3.4566)
H (-2.5314, 0.5776, 2.8866)
H (-3.1754, 2.8156, 1.4056)

Computed properties:
Kohn-Sham gap: 7.864 eV
E_LUMO: -0.41 eV

***

Energy above the most stable structure, in kJ/mol: arrangement i 318.8; arrangement ii 0.0